Entry 1:
Formula: C23H66Ag2N9O8
Source: the OMol25 dataset
Level of theory: ωB97M-V/def2-TZVPD

HOMO   -9.2 eV
Maximum force   0.188 hartree/bohr

ORCA input file:
```
! wB97M-V def2-TZVPD RIJCOSX def2/J DEFGRID3
* xyz 1 1
Ag -1.18961 0.00130 -4.95594
Ag -3.56596 3.64300 -1.04815
C -0.43516 -0.18970 -0.24563
O -1.24629 0.45966 -1.18351
H -1.06319 -0.49697 0.59059
H -0.04388 -1.06537 -0.76351
H 0.36859 0.40421 0.18952
C 2.72480 3.24844 -4.73747
C 1.54894 2.61706 -5.37079
C 0.51798 3.60336 -5.90422
O -0.78794 2.95500 -6.19851
C -1.90435 3.84113 -6.22619
N 1.78241 1.65807 -6.37711
H 3.28305 2.55585 -4.10757
H 2.44794 3.99941 -3.99754
H 3.49234 3.65291 -5.39731
H 1.23112 1.92992 -4.58661
H 0.88983 4.21393 -6.72704
H 0.33700 4.41279 -5.19699
H -2.86931 3.37928 -6.01725
H -1.85178 4.25583 -7.23285
H -1.64708 4.76602 -5.70998
H 2.76492 1.44124 -6.46525
H 1.51240 1.87084 -7.32681
C -5.26487 -3.68868 -6.10609
C -3.91829 -3.16266 -5.68192
C -2.65123 -3.66679 -6.50556
O -1.41110 -3.17232 -6.07833
C -0.81791 -3.91997 -5.07525
N -3.96337 -1.66075 -5.78627
H -6.08444 -3.54170 -5.40268
H -5.27662 -4.76920 -6.24906
H -5.69384 -3.14013 -6.94465
H -3.63300 -3.49674 -4.68439
H -2.84936 -3.46687 -7.55860
H -2.74138 -4.74920 -6.59699
H -1.39071 -3.97185 -4.14934
H 0.18440 -3.50926 -4.95364
H -0.70739 -4.97358 -5.33178
H -4.90612 -1.52801 -5.44909
H -3.94190 -1.37038 -6.75340
C 1.70555 5.99069 3.56487
C 1.33561 5.24281 4.93208
C 2.01978 3.87451 5.00463
O 1.71982 3.16592 6.22646
C 1.94020 1.79696 6.16883
N 1.87658 6.09660 5.93765
H 1.63921 5.22098 2.79595
H 2.73077 6.35742 3.61519
H 1.01692 6.76913 3.23637
H 0.25750 5.09118 4.98502
H 3.10368 3.95104 5.09068
H 2.01167 3.18783 4.15816
H 1.25018 1.29882 5.48777
H 1.70501 1.47057 7.18187
H 2.95950 1.48269 5.94442
H 2.10700 5.54177 6.74955
H 2.76706 6.45961 5.62882
C 5.24194 -2.29266 -0.71766
C 6.03424 -1.48990 0.39435
C 5.83829 0.00679 0.22268
O 6.12734 0.85407 1.41190
C 6.30404 2.26711 1.10117
N 5.62218 -1.98118 1.71264
H 5.40454 -3.36461 -0.60553
H 5.64260 -1.92411 -1.66198
H 4.15300 -2.25938 -0.75236
H 7.09385 -1.73529 0.46587
H 4.83012 0.20298 -0.14229
H 6.41705 0.25377 -0.66734
H 5.38338 2.84055 1.20914
H 6.92969 2.56373 0.25934
H 6.87613 2.63536 1.95276
H 5.76997 -1.26454 2.40883
H 4.63880 -2.17555 1.58898
C 2.36691 -5.36604 5.13287
C 1.09399 -5.74846 4.33260
C -0.00371 -4.60661 4.32541
O -0.71924 -4.36044 5.54158
C -1.97525 -3.59290 5.41641
N 1.56097 -6.01034 2.98474
H 2.69158 -4.39633 4.75558
H 3.20092 -6.06086 5.03410
H 2.10162 -5.35995 6.19008
H 0.66732 -6.70685 4.62844
H -0.79601 -4.88986 3.63249
H 0.43296 -3.72501 3.85614
H -1.85872 -2.52368 5.23949
H -2.50707 -3.87168 6.32610
H -2.67223 -3.91305 4.64192
H 2.29987 -6.69541 2.91554
H 0.75080 -6.37490 2.50429
C -4.59632 3.33765 3.81222
O -4.03467 3.78105 2.85432
N -4.74202 2.08819 4.11643
N -5.23671 4.03332 4.60019
H -4.21443 1.32382 3.71958
H -5.55632 1.91360 4.68787
H -5.72238 3.56953 5.35459
H -5.20221 5.03971 4.52208
C -6.63022 -0.67142 -0.08439
O -7.85397 -0.58209 -0.06865
N -5.85748 -1.57573 0.44269
N -5.92429 0.12688 -0.70914
H -4.89388 -1.71440 0.17371
H -6.37256 -2.35176 0.83330
H -5.03645 -0.30347 -0.92513
H -6.44366 0.68305 -1.37324
*
```

Entry 2:
Formula: C23H67N5O8
Source: the OMol25 dataset
Level of theory: ωB97M-V/def2-TZVPD

Relative energy (zero: lowest compared OMol25 entry of this formula, charge and spin)   117.2 kJ/mol
HOMO   -8.9 eV
Maximum force   0.051 hartree/bohr
SMILES string   COC[C@H](C)N.COC[C@H](C)N.COC[C@H](C)N.COC[C@H](C)N.COC[C@H](C)N.CO.CO.CO

ORCA input file:
```
! wB97M-V def2-TZVPD RIJCOSX def2/J DEFGRID3
* xyz 0 1
C 3.59112 -0.10240 0.57176
O 2.85011 -1.26838 0.35957
H 4.26138 0.23157 -0.27510
H 2.91126 0.70864 0.88833
H 4.26376 -0.33534 1.38715
H 2.07732 -1.04997 -0.13814
C 1.94665 -0.72846 3.71055
O 2.62206 -1.77799 3.06291
H 1.72885 0.12473 3.08862
H 0.93516 -0.95398 4.09467
H 2.61080 -0.44311 4.55488
H 2.44916 -1.75857 2.09648
C -0.58060 -0.34262 0.35368
O 0.40585 -0.11966 -0.62892
H -0.49838 0.43417 1.09635
H -1.56038 -0.39541 -0.07978
H -0.36067 -1.24334 0.86006
H 0.07461 -0.34756 -1.51886
C -2.09229 -2.58749 5.61212
C -1.89863 -2.41649 4.10626
C -1.10623 -3.62776 3.57569
O -0.86786 -3.54208 2.18457
C 0.33498 -4.21743 1.79737
N -3.16151 -2.10584 3.45847
H -2.72978 -1.73173 5.91264
H -1.12137 -2.63086 6.12571
H -2.69763 -3.49378 5.73938
H -1.23381 -1.52575 3.94668
H -1.65323 -4.60060 3.85984
H -0.17729 -3.50696 4.08407
H 1.12671 -4.05880 2.58147
H 0.73893 -3.72088 0.91811
H 0.19441 -5.26581 1.62464
H -3.84970 -2.83827 3.65974
H -3.01828 -1.96963 2.46504
C 2.71357 0.39503 -3.38976
C 2.54626 0.64873 -4.84672
C 3.53841 -0.14707 -5.64976
O 4.83025 0.20763 -5.34231
C 5.20445 1.48089 -5.76723
N 1.08314 0.46287 -5.17895
H 2.44503 -0.57972 -3.06844
H 2.10176 1.14371 -2.88363
H 3.74976 0.55572 -3.03444
H 2.69484 1.70091 -4.94292
H 3.33986 0.05364 -6.69390
H 3.45066 -1.18618 -5.36824
H 4.87269 1.72809 -6.77668
H 6.27779 1.42996 -5.65234
H 4.95288 2.33354 -5.08037
H 0.43759 1.16275 -4.76482
H 0.86562 0.45597 -6.21033
C -0.95016 1.81132 4.13959
C -2.38696 2.24470 4.01930
C -2.59374 2.98113 2.72532
O -3.92794 3.41244 2.69672
C -4.24697 4.16715 1.57341
N -3.34022 1.19026 4.36796
H -0.19872 2.38907 3.66618
H -0.80049 0.86870 3.63935
H -0.59507 1.70805 5.20712
H -2.50746 2.96464 4.80380
H -2.40645 2.37464 1.84410
H -1.92202 3.76945 2.55094
H -4.19777 3.55978 0.63635
H -3.60634 5.03571 1.47532
H -5.29177 4.53326 1.67994
H -3.31948 0.32760 3.86533
H -4.26483 1.53887 4.33526
C 0.79152 -3.29554 -3.20284
C -0.65458 -2.86098 -3.07035
C -1.28038 -3.43212 -1.86466
O -2.69359 -3.29753 -1.98859
C -3.33413 -3.51732 -0.73652
N -0.75676 -1.35771 -2.96659
H 1.28543 -2.90726 -4.08591
H 0.78473 -4.40002 -3.20407
H 1.34378 -3.03864 -2.29249
H -1.25505 -3.33061 -3.86623
H -0.91738 -3.02132 -0.93138
H -1.01877 -4.52480 -1.82227
H -3.69216 -2.62143 -0.32199
H -2.70870 -4.02610 -0.02540
H -4.19784 -4.22948 -0.87560
H -1.71180 -1.04847 -3.20086
H -0.19756 -0.96525 -3.72526
C 1.14263 3.91530 -2.49790
C 0.14320 3.05454 -1.68087
C -0.28470 3.87744 -0.43614
O 0.72793 4.28214 0.41197
C 1.10018 3.26267 1.35839
N -0.94671 2.71599 -2.50513
H 0.54236 4.63724 -3.11339
H 1.75125 3.32126 -3.16579
H 1.80446 4.53192 -1.82710
H 0.55187 2.09348 -1.36430
H -0.92813 3.30683 0.24783
H -0.79840 4.74879 -0.83160
H 0.22655 2.72961 1.72952
H 1.43132 3.83655 2.22412
H 1.74616 2.49783 0.97199
H -1.44158 3.42837 -3.01929
H -1.61880 2.11922 -2.03248
*
```

Entry 3:
Formula: C23H68N10O11
Source: the OMol25 dataset
Level of theory: ωB97M-V/def2-TZVPD

Relative energy (zero: lowest compared OMol25 entry of this formula, charge and spin)   1280.0 kJ/mol
HOMO   -8.8 eV
Maximum force   0.255 hartree/bohr
SMILES string   NC(N)=O.NC(N)=O.NC(N)=O.NC(N)=O.NC(N)=O.CC(C)O.CC(C)O.CC(C)O.CC(C)O.CC(C)O.CC(C)O

ORCA input file:
```
! wB97M-V def2-TZVPD RIJCOSX def2/J DEFGRID3
* xyz 0 1
C -0.43541 0.24037 -0.28720
O -1.76379 0.10232 -0.43711
N 0.36229 -0.75725 -0.37757
N 0.21842 1.34370 -0.19718
H -0.13003 -1.68934 -0.27984
H 1.36165 -0.73235 -0.07170
H -0.41709 2.13705 0.07749
H 1.18430 1.61733 0.05305
C 2.47179 3.61802 -0.39770
O 2.34607 4.95671 -0.16840
N 2.50960 3.07848 -1.58536
N 2.65178 2.70787 0.54565
H 2.08484 3.70891 -2.35621
H 2.47720 2.06633 -1.84319
H 2.69345 3.12735 1.55050
H 3.36957 1.98627 0.30801
C 0.86132 0.63001 -3.68254
O 1.03644 0.52031 -5.07303
N 0.43873 1.72848 -3.11564
N 1.25346 -0.28293 -2.84220
H 0.23355 2.52057 -3.66199
H 0.32305 1.74121 -2.10043
H 1.44752 -1.20016 -3.29812
H 0.91086 -0.35592 -1.84807
C 3.72295 0.13547 -0.41714
O 2.94165 -0.72966 0.17905
N 3.51415 0.47172 -1.63537
N 4.67225 0.89219 0.08929
H 2.64927 0.08629 -2.07121
H 4.15852 0.90167 -2.29343
H 5.09696 0.64091 1.00690
H 5.18334 1.53693 -0.51865
C -1.53282 -4.29241 0.88358
O -0.71888 -3.36101 0.19093
N -2.52427 -3.93613 1.60938
N -1.40536 -5.62070 0.78575
H -2.72281 -2.89537 1.45040
H -3.25765 -4.56515 1.91710
H -0.57016 -5.92834 0.27566
H -2.03107 -6.35629 1.20560
C 0.52771 -4.51010 -2.61861
C 1.13789 -3.14985 -2.57543
C 2.35691 -3.21622 -1.63193
O 1.56222 -2.71684 -3.65120
H 1.30039 -5.21938 -2.97859
H -0.19480 -4.53245 -3.43824
H 0.10618 -4.83218 -1.66786
H 0.32206 -2.52242 -2.27011
H 2.89476 -4.11205 -1.94717
H 2.16286 -3.32346 -0.56752
H 3.01068 -2.30967 -1.72123
H 1.37266 -3.37808 -4.32882
C -2.58681 1.53610 -3.56422
C -3.16233 0.09199 -3.53495
C -2.03403 -0.92907 -3.64414
O -3.91421 -0.15326 -2.56432
H -2.18274 1.80178 -4.56543
H -1.92206 1.65092 -2.72173
H -3.38378 2.19893 -3.45647
H -3.76496 0.11523 -4.41680
H -1.44402 -0.66328 -4.52924
H -2.51377 -1.88741 -3.73045
H -1.39190 -0.99649 -2.72593
H -3.38740 0.00004 -1.80105
C 0.86890 2.37398 3.55060
C 2.01414 3.37243 3.73041
C 3.31890 2.62089 3.95077
O 2.25660 4.07971 2.73960
H 0.85431 1.65269 4.33245
H 0.87966 1.86363 2.60800
H -0.11571 2.86891 3.69190
H 1.86205 3.98139 4.60369
H 3.39785 2.08646 4.91836
H 4.20743 3.21774 3.99027
H 3.44539 1.85644 3.11167
H 1.62203 4.79290 2.62730
C -0.49808 4.15283 1.03925
C -1.84495 3.74526 0.55657
C -1.79255 3.73659 -0.93307
O -2.17263 2.64430 0.93421
H -0.01264 5.10904 0.61303
H 0.28428 3.44963 0.96900
H -0.52491 4.29776 2.12424
H -2.53634 4.44067 1.02488
H -2.71569 3.29833 -1.36851
H -0.86800 3.26073 -1.23732
H -1.78541 4.71909 -1.28073
H -2.89041 2.36805 0.37230
C 1.83836 -2.52789 4.10921
C 1.80885 -1.61027 2.91669
C 0.46467 -0.95598 2.79218
O 2.72152 -0.75185 3.03781
H 1.26436 -3.37155 4.00717
H 1.55803 -2.11392 5.03472
H 2.78627 -2.93633 4.36264
H 2.00228 -2.19242 2.01445
H 0.13756 -0.59277 3.77199
H -0.25903 -1.72658 2.62470
H 0.45746 -0.19866 1.99955
H 2.84575 -0.26795 2.25433
C -4.59419 -2.23817 -0.00998
C -4.29006 -1.29210 1.08845
C -5.10944 -1.54067 2.35239
O -3.07634 -1.24886 1.30537
H -3.79303 -2.20689 -0.73489
H -5.54357 -1.93359 -0.53223
H -4.85931 -3.27077 0.37140
H -4.50164 -0.29178 0.81788
H -5.04858 -0.77040 3.10408
H -4.78115 -2.50803 2.79529
H -6.23009 -1.56789 2.21847
H -2.59007 -0.61037 0.71181
*
```

Entry 4:
Formula: C23H70N2O12
Source: the OMol25 dataset
Level of theory: ωB97M-V/def2-TZVPD

HOMO   -8.3 eV
Maximum force   0.323 hartree/bohr

ORCA input file:
```
! wB97M-V def2-TZVPD RIJCOSX def2/J DEFGRID3
* xyz 0 1
C 28.80707 9.10648 3.68715
O 28.63507 10.31576 3.55779
N 27.81567 8.30839 3.77436
N 29.97677 8.48755 3.67779
H 27.88584 7.30234 3.82938
H 26.88623 8.70224 3.80787
H 29.97754 7.51255 3.94135
H 30.83747 9.01592 3.68914
C 29.00641 11.01652 6.02624
C 29.40770 10.32624 7.37866
O 28.19967 10.14369 8.04016
H 29.81189 11.57222 5.54613
H 28.42377 11.90034 6.28602
H 28.34377 10.49287 5.33717
H 29.96483 11.01202 8.01693
H 29.94704 9.38822 7.24687
H 28.30943 9.85310 8.94852
C 27.13138 13.24280 3.19923
C 27.19620 12.33481 4.51234
O 26.96726 13.10382 5.65403
H 27.48053 14.26283 3.35963
H 26.12370 13.25394 2.78382
H 27.75384 12.80960 2.41629
H 28.08893 11.71743 4.61226
H 26.34545 11.65407 4.48221
H 26.83903 12.51356 6.40019
C 32.26869 11.24893 4.74667
C 31.37403 11.03922 3.45130
O 31.56405 9.73198 2.92086
H 31.82100 10.78134 5.62362
H 32.22607 12.26596 5.13646
H 33.30090 10.95768 4.55220
H 31.78238 11.85012 2.84816
H 30.31302 11.20114 3.64143
H 31.38012 9.80198 1.98124
C 25.24423 12.68658 8.53236
C 25.67271 11.38683 7.85105
O 26.89234 11.74250 7.18549
H 24.24192 12.39346 8.84470
H 25.22290 13.53176 7.84439
H 25.79753 13.04448 9.40062
H 24.93468 11.16633 7.07982
H 25.72942 10.54280 8.53844
H 27.57622 11.19698 7.58087
C 27.61015 13.99744 8.12133
C 28.00908 14.97289 7.07376
O 29.33340 15.28227 7.27696
H 27.79793 14.34706 9.13652
H 28.09093 13.03617 7.93991
H 26.58595 13.75365 7.83904
H 27.33217 15.81382 6.92300
H 27.95757 14.46915 6.10851
H 29.49609 16.05196 6.72675
C 26.52093 8.79730 6.63055
C 26.32246 9.64275 5.38968
O 25.84820 8.93933 4.20880
H 25.57458 8.36129 6.95058
H 26.93383 9.27379 7.51969
H 27.17013 7.94098 6.44788
H 27.28538 9.98764 5.01292
H 25.72437 10.54093 5.54349
H 25.52341 9.54440 3.53798
C 31.48810 12.58512 9.43295
C 30.49095 13.68435 9.02708
O 30.60885 13.94548 7.66076
H 31.60551 12.42658 10.50495
H 32.48738 12.98658 9.26445
H 31.25668 11.65061 8.92183
H 30.61901 14.56290 9.65942
H 29.47239 13.35968 9.23973
H 29.84256 14.47456 7.42737
C 27.49924 11.47516 10.09180
C 28.47449 10.47450 10.63053
O 28.48705 9.33705 9.78177
H 27.93466 11.85429 9.16725
H 27.31222 12.29914 10.78040
H 26.50916 11.07293 9.87722
H 28.29140 10.05489 11.61972
H 29.46889 10.91778 10.68323
H 29.17096 8.78798 10.17215
C 31.74707 7.27366 6.28136
C 31.56278 8.69076 5.70369
O 32.45349 8.92818 4.62229
H 32.82561 7.13359 6.35370
H 31.53376 6.53418 5.50950
H 31.27712 7.08100 7.24578
H 31.86377 9.43304 6.44296
H 30.52425 8.90871 5.45455
H 32.05545 9.50896 3.96970
C 27.43093 6.79341 9.64644
C 26.99519 7.77169 8.65238
O 26.37234 8.78598 9.42072
H 26.67976 6.49461 10.37756
H 28.22689 7.30612 10.18652
H 27.73656 5.84304 9.20884
H 26.38995 7.23363 7.92280
H 27.87606 8.20039 8.17450
H 27.03707 9.47486 9.49268
C 30.03528 13.63347 5.36233
C 29.55369 13.93809 3.90124
O 30.70841 14.13172 3.06708
H 30.45607 14.49684 5.87771
H 30.78181 12.84128 5.41904
H 29.19778 13.25031 5.94530
H 28.90633 14.81257 3.83569
H 29.07016 13.06618 3.46069
H 30.59262 14.75624 2.34724
*
```

The records above give, respectively, orbital gap values of 0.1442, 0.3489, 0.3266, 0.3066 Ha.
The records above give, respectively, E_LUMO values of -5.26, 0.59, 0.05, 0.00 eV.
The records above give, respectively, DFT total energy values of -62691.853, -48763.546, -62370.470, -52505.073 eV.